i.
ORCA calculation (the ωB97M-V functional and the def2-TZVPD basis) on an isolated molecule of C5H10.

Values from the calculation:
* E_HOMO: -9.524 eV
* total charge: 0
* LUMO energy: 1.159 eV

Each line ends with the natural charge from an NBO analysis.
Positions of all 15 atoms, in Å:
C  -1.00258  -0.50098  -1.02667  -0.61
C  -0.33781  0.56581  -0.10340  -0.27
C  0.82079  1.40147  -0.60814  -0.61
C  -0.04212  -0.21183  1.26133  -0.17
C  0.62168  -1.39756  1.33295  -0.43
H  -0.39374  -1.55985  -1.09477  0.20
H  -1.16238  -0.19514  -2.09175  0.21
H  -1.93572  -0.91591  -0.71162  0.22
H  -1.05259  1.37842  0.34382  0.21
H  1.04915  2.26241  0.08289  0.21
H  0.48279  1.95297  -1.48134  0.21
H  1.78967  0.85389  -0.68593  0.22
H  -0.47614  0.22722  2.22502  0.20
H  0.80029  -1.99929  2.24895  0.21
H  0.83872  -1.86164  0.30865  0.19


ii.
ORCA calculation (the ωB97M-V functional and the def2-TZVPD basis) on a structure of composition C5H10.

Values from the calculation:
* E_HOMO: -9.062 eV
* total charge: 0
* LUMO energy: 1.052 eV

Each line ends with the natural charge from an NBO analysis.
Positions of all 15 atoms, in Å:
C  -1.91849  0.37876  -0.55291  -0.45
C  -0.89401  -0.23015  0.05108  0.04
C  -0.84907  -0.79049  1.44604  -0.69
C  1.94284  -0.36439  -0.38460  -0.65
C  0.77945  0.51534  -0.60548  -0.37
H  -1.58559  1.10702  -1.30179  0.19
H  -3.05094  0.23391  -0.35910  0.21
H  -1.12522  0.00379  2.21121  0.23
H  -1.35515  -1.75208  1.61555  0.23
H  0.16687  -1.03925  1.66146  0.21
H  1.71424  -1.34696  -0.83889  0.22
H  2.69405  0.04043  -1.14978  0.22
H  2.41505  -0.50505  0.55651  0.22
H  0.43726  0.58233  -1.70512  0.21
H  0.64889  1.45117  -0.15159  0.20


Which one sits at the bottom of the stability order? ii does.


i.
ORCA calculation (the ωB97M-V functional and the def2-TZVPD basis) on an isolated molecule of C3H9O2PS.

Values from the calculation:
* E_HOMO: -8.505 eV
* total charge: 0
* LUMO energy: 0.829 eV

Each line ends with the natural charge from an NBO analysis.
Positions of all 16 atoms, in Å:
C  1.62135  0.54899  2.09011  -0.73
C  -2.11440  1.30087  -1.70480  -0.27
C  0.32996  -1.92448  0.00572  -0.27
O  -1.11040  0.28696  -1.52268  -0.84
O  0.86628  -1.03017  -0.98276  -0.83
P  0.50427  0.52201  -1.16079  1.36
S  0.25665  1.14040  1.00320  -0.26
H  2.51502  0.84322  1.54716  0.22
H  1.73426  -0.52177  2.13645  0.21
H  -2.89705  0.82400  -2.40994  0.20
H  -1.73203  2.32922  -2.09085  0.19
H  -2.57102  1.28650  -0.68109  0.20
H  0.01649  -1.42980  0.89636  0.20
H  1.23460  -2.45092  0.34875  0.18
H  -0.38673  -2.67864  -0.57072  0.20
H  1.73273  0.95361  3.09587  0.24


ii.
ORCA calculation (the ωB97M-V functional and the def2-TZVPD basis) on a cluster of 2 separate species, C3H9O2PS in total.

Values from the calculation:
* E_HOMO (spin up / spin down): -8.578 / -7.913 eV
* total charge: 0
* LUMO energy (spin up / spin down): -0.622 / -0.617 eV

Each line ends with the natural charge from an NBO analysis.
Positions of all 16 atoms, in Å:
C  -1.28634  -1.76059  -0.69321  -1.03
C  -1.99187  0.68838  1.13301  -1.00
C  2.49401  1.28953  -0.18803  -0.85
O  -0.67050  0.85546  -1.32413  -1.04
O  2.92752  -1.30282  -0.12166  -0.82
P  -0.87911  -0.05554  -0.17034  1.55
S  2.29108  -0.28517  0.78667  0.89
H  -2.12576  -2.30915  -0.05620  0.25
H  -1.52636  -1.50714  -1.74111  0.27
H  -0.43235  -2.49138  -0.64408  0.27
H  -1.43177  0.36993  2.05849  0.24
H  -1.88064  1.77898  1.01891  0.26
H  -3.05540  0.35931  1.17932  0.25
H  3.05977  1.90741  0.52549  0.23
H  1.49196  1.59697  -0.65180  0.28
H  3.01577  0.86581  -1.11135  0.26


Which one sits at the bottom of the stability order? ii does.


i.
ORCA calculation (the ωB97M-V functional and the def2-TZVPD basis) on an isolated molecule of C5H8O5.

Values from the calculation:
* E_HOMO: -10.381 eV
* total charge: 0
* LUMO energy: 0.262 eV

Each line ends with the natural charge from an NBO analysis.
Positions of all 18 atoms, in Å:
C  -0.73152  0.14156  0.37058  0.08
C  0.61322  -0.15512  1.06272  -0.54
C  0.53626  -1.34135  2.02096  0.77
C  -0.64683  1.35410  -0.52354  -0.54
C  0.42447  1.19643  -1.51132  0.78
H  -0.72901  -0.94269  -1.09880  0.45
H  -1.40284  0.32417  1.15786  0.20
H  1.00234  0.94346  1.51810  0.26
H  1.32365  -0.42428  0.06069  0.23
H  -0.52607  -2.34248  0.87988  0.48
H  -0.41110  2.23131  -0.01324  0.25
H  -1.71820  1.31352  -1.04848  0.25
H  0.81807  0.39287  -3.14504  0.51
O  -1.19138  -1.01773  -0.41061  -0.70
O  -0.10768  -2.41891  1.59712  -0.65
O  1.17157  -1.35706  3.01208  -0.55
O  0.04422  0.43596  -2.50794  -0.69
O  1.53085  1.66623  -1.42103  -0.59


ii.
ORCA calculation (the ωB97M-V functional and the def2-TZVPD basis) on an isolated molecule of C5H8O5.

Values from the calculation:
* E_HOMO: -8.365 eV
* total charge: 0
* LUMO energy: 0.117 eV

Each line ends with the natural charge from an NBO analysis.
Positions of all 18 atoms, in Å:
C  -1.22504  0.06205  -0.94091  -0.05
C  1.32478  1.42737  0.35804  -0.67
C  -1.13672  -0.23559  0.66117  0.74
C  0.18140  -0.43188  -1.02388  0.35
C  0.96073  0.00376  0.06471  0.17
O  -1.43994  1.42132  -1.10441  -0.71
O  -1.07899  -1.54612  1.06342  -0.74
O  0.26765  -1.69901  -1.44757  -0.63
O  1.92132  -0.94160  0.44323  -0.73
O  -1.62442  0.63936  1.37992  -0.64
H  -1.68594  1.74602  -0.20461  0.50
H  -1.79056  -2.09371  0.66490  0.50
H  1.12079  -2.05012  -1.14020  0.51
H  1.85503  -1.06528  1.40173  0.49
H  -1.90103  -0.55963  -1.53440  0.19
H  0.71921  2.10693  -0.24415  0.25
H  2.39951  1.57329  0.18708  0.23
H  1.13224  1.64287  1.41592  0.22


Which one sits at the bottom of the stability order? ii does.


i.
ORCA calculation (the ωB97M-V functional and the def2-TZVPD basis) on the ion C11H15N2 with charge +1.

Values from the calculation:
* E_HOMO: -11.976 eV
* total charge: +1
* LUMO energy: -4.670 eV

Each line ends with the natural charge from an NBO analysis.
Positions of all 28 atoms, in Å:
C  2.72919  1.58000  0.24557  -0.09
C  1.82356  2.59218  0.12250  -0.25
C  2.40185  0.24371  -0.01873  -0.20
C  0.65581  2.24975  -0.48843  -0.07
C  1.16912  -0.08028  -0.48294  0.04
C  0.35167  0.91285  -0.91320  -0.22
C  0.73276  -1.44803  -0.74987  -0.50
C  0.01149  -2.31035  -0.00329  0.13
C  -0.74037  0.84242  -1.76128  0.28
C  -2.16008  -0.27834  1.32895  -0.64
C  -0.82119  -0.85105  1.84899  -0.23
N  -1.23935  -0.30179  -2.19959  -0.66
N  -0.71893  -2.08151  1.13714  -0.58
H  3.64656  1.80292  0.86319  0.24
H  1.79944  3.59554  0.28551  0.24
H  3.16808  -0.45774  0.26587  0.24
H  -0.13813  3.05856  -0.70309  0.22
H  1.17545  -1.99322  -1.54106  0.26
H  -0.21805  -3.30439  -0.32112  0.22
H  -1.06991  1.76478  -2.17781  0.22
H  -2.44655  -0.15116  0.26311  0.20
H  -3.01416  -0.87622  1.69045  0.22
H  -2.45471  0.63881  1.60802  0.22
H  -0.99892  -0.90863  2.99761  0.24
H  0.06514  -0.20392  1.56202  0.21
H  -0.69950  -1.04661  -1.71175  0.44
H  -1.93408  -0.24208  -2.87736  0.43
H  -1.07619  -2.74620  1.73059  0.41


ii.
ORCA calculation (the ωB97M-V functional and the def2-TZVPD basis) on a cluster of 2 separate species, C11H15N2 in total.

Values from the calculation:
* E_HOMO: -12.154 eV
* total charge: +1
* LUMO energy: -4.291 eV

Each line ends with the natural charge from an NBO analysis.
Positions of all 28 atoms, in Å:
C  -3.89319  0.32256  -0.06459  0.09
C  -3.09901  0.27967  1.01795  -0.19
C  -1.86808  -0.53583  -0.70509  -0.09
C  1.47484  2.32496  -0.76188  -0.21
C  1.08749  1.27994  -1.60864  -0.23
C  2.04521  2.10084  0.46098  -0.20
C  1.38356  0.00928  -1.21161  -0.23
C  2.20302  0.77481  0.89080  -0.19
C  1.93616  -0.28773  0.02440  -0.06
C  2.22330  -1.67938  0.42195  -0.64
C  -1.09237  -0.79984  1.53692  0.05
N  -3.21825  -0.14884  -1.16108  -0.56
N  -1.91895  -0.37546  0.72503  -0.21
H  -4.92923  0.57838  -0.32606  0.26
H  -3.44333  0.58197  1.96887  0.25
H  -1.04815  0.07980  -1.17221  0.28
H  1.29550  3.32913  -1.00425  0.22
H  0.59851  1.62212  -2.54779  0.23
H  2.42984  2.81654  1.19884  0.23
H  1.08077  -0.78428  -1.90388  0.21
H  2.55592  0.51509  1.90889  0.22
H  -1.84248  -1.60867  -0.90420  0.24
H  3.05113  -2.15032  -0.13612  0.25
H  1.27899  -2.33536  0.16553  0.20
H  2.62178  -1.77116  1.47412  0.24
H  -0.24606  -1.25767  1.36060  0.21
H  -1.26193  -0.67951  2.63447  0.22
H  -3.39240  0.18952  -2.05153  0.42


Which one sits at the bottom of the stability order? i does.